Entry 1:
80
Properties=species:S:1:pos:R:3:forces:R:3:lowdin_charge:R:1 method="wB97M-V/def2-TZVPD" spin_multiplicity=3 homo_ev="-12.87 / -12.87" charge=+2
C -0.8488 7.2440 -3.8404 -0.044 -0.115 -0.372 -0.0100
C -1.0736 5.8823 -4.1052 0.065 0.505 -0.284 -0.2256
C -1.3304 5.4847 -5.4363 0.064 0.297 0.285 -0.0083
C -1.3586 6.4712 -6.4282 0.064 -0.353 0.724 -0.1272
N -1.1509 7.7571 -6.1570 0.007 0.350 -0.314 0.0643
C -0.8999 8.1459 -4.9099 -0.046 -0.640 0.358 -0.1218
C -1.0086 4.9202 -3.0355 -0.300 -1.015 0.234 0.0812
C -1.0056 4.0000 -2.2415 -0.128 2.256 -1.876 0.0281
C -0.7469 2.8959 -1.4338 -0.009 -0.254 -0.017 -0.2288
C 0.5467 2.7953 -0.9228 -0.022 -0.497 0.397 0.0243
C 0.8773 1.6689 -0.1795 -0.432 0.361 -0.484 -0.1313
C -0.1432 0.7242 0.0205 0.636 0.983 1.050 -0.2769
C -1.4519 0.8419 -0.4121 -0.119 0.083 -0.411 -0.1468
C -1.7371 1.9337 -1.2306 0.314 -0.331 0.273 0.0119
Ni 0.3873 0.5228 1.8368 -0.663 -1.247 -1.047 -0.1618
P 2.0369 -0.8650 1.2583 1.523 -0.047 0.063 0.8982
H -1.4953 4.4391 -5.6926 0.027 0.258 0.134 0.1124
H -0.6314 7.5906 -2.8322 -0.081 -0.105 -0.216 0.1162
H -1.5561 6.1949 -7.4674 0.073 0.190 0.309 0.1142
H -0.7295 9.2095 -4.7308 -0.067 -0.281 -0.175 0.1151
H -2.7153 2.0558 -1.6961 0.207 0.079 0.293 0.1374
H 1.2727 3.5790 -1.1223 -0.144 -0.153 0.025 0.1429
H -2.2397 0.1486 -0.1147 0.475 0.331 -0.098 0.0516
H 1.8940 1.6077 0.2204 -0.449 -0.149 -0.099 0.0851
C 2.1899 -2.4097 2.2528 -0.553 0.152 0.235 -0.3798
C 2.9668 -3.5728 1.6405 0.222 -0.234 0.008 -0.1288
H 1.1568 -2.7110 2.4749 0.385 -0.018 0.046 0.0152
H 2.6411 -2.0986 3.2070 -0.088 -0.042 -0.194 0.0902
H 3.0180 -4.3887 2.3724 -0.014 0.185 -0.144 0.0900
H 2.4784 -3.9844 0.7485 0.089 0.112 0.215 0.0620
H 3.9983 -3.3046 1.3824 -0.322 -0.098 -0.011 0.0656
C 2.0651 -1.3739 -0.5014 -0.386 -0.361 -0.105 -0.3643
C 2.9199 -0.5667 -1.4714 0.193 0.032 -0.245 -0.1074
H 1.0138 -1.3091 -0.8077 0.244 -0.078 0.019 0.0310
H 2.3354 -2.4372 -0.5389 0.034 0.288 -0.066 0.0728
H 2.6913 -0.8932 -2.4938 0.135 0.071 0.191 0.0889
H 2.7004 0.5027 -1.4261 0.119 -0.193 -0.055 0.0567
H 3.9940 -0.7138 -1.3087 -0.281 0.070 -0.026 0.0750
C 3.6152 0.0191 1.5902 -0.143 -0.041 -0.012 -0.3706
C 4.8982 -0.8033 1.4920 0.391 0.177 0.002 -0.1287
H 3.4970 0.4344 2.6043 0.057 -0.050 -0.291 0.0731
H 3.6544 0.8787 0.9050 0.080 -0.171 0.183 0.0765
H 5.7518 -0.1236 1.6036 -0.101 -0.211 -0.012 0.0885
H 4.9731 -1.5514 2.2892 -0.062 0.157 -0.187 0.0732
H 5.0112 -1.3054 0.5234 -0.072 0.077 0.252 0.0680
Br -1.0187 -1.3771 1.6549 -0.672 -0.376 0.858 0.4338
P -2.4791 -3.1666 -1.5248 0.629 1.549 0.983 1.2075
C -0.6730 -3.3811 -1.3257 -0.124 -0.518 -0.365 -0.3932
C -0.2298 -4.8026 -1.6899 0.193 -0.382 -0.094 -0.1328
H -0.4379 -3.1219 -0.2833 -0.140 0.017 -0.254 0.0157
H -0.1888 -2.6525 -1.9895 -0.280 -0.113 0.104 0.0834
H 0.8396 -4.8216 -1.9333 -0.252 0.014 0.092 0.0821
H -0.3933 -5.5055 -0.8661 -0.039 0.132 -0.155 0.0833
H -0.7767 -5.1751 -2.5671 0.271 0.043 0.198 0.0736
C -3.3424 -3.2262 0.0853 -0.226 -0.832 0.048 -0.4152
C -4.7728 -3.7836 0.0260 -0.221 0.112 -0.122 -0.1295
H -3.3363 -2.2057 0.4893 0.158 -0.154 -0.200 0.0281
H -2.7241 -3.8575 0.7427 -0.097 0.232 -0.190 0.0847
H -5.1550 -3.9137 1.0426 0.093 0.048 -0.166 0.0866
H -5.4551 -3.0986 -0.4951 0.187 -0.192 0.079 0.0812
H -4.8089 -4.7554 -0.4734 -0.010 0.121 0.092 0.0773
C -2.7276 -1.5033 -2.2476 -0.570 -0.281 -0.404 -0.3748
C -3.0013 -1.5375 -3.7604 -0.055 0.114 -0.183 -0.1247
H -1.8284 -0.9144 -2.0284 -0.133 -0.275 0.039 0.0631
H -3.5765 -1.0528 -1.7101 0.194 -0.164 -0.154 0.0966
H -3.3500 -0.5524 -4.0935 0.096 -0.253 0.066 0.0855
H -2.0951 -1.7757 -4.3288 -0.182 -0.025 0.123 0.0817
H -3.7736 -2.2757 -4.0087 0.157 0.235 -0.001 0.0774
S 0.5992 1.7526 3.5775 0.215 0.855 0.529 0.7304
C 0.4418 0.8898 5.0487 -1.051 -0.391 0.583 -0.6541
N -0.8274 0.7108 5.5595 0.972 -0.109 0.772 0.0811
C -1.0578 0.2477 6.8292 0.582 0.109 -0.593 -0.0109
C 0.0166 -0.1325 7.6114 -0.396 0.072 -0.112 -0.0222
C 1.3210 -0.0257 7.1013 -0.127 0.008 -0.280 -0.0017
C 1.5272 0.4704 5.8208 -0.033 0.026 0.224 -0.0635
H -1.6104 1.0003 4.9778 0.211 0.019 0.109 0.1566
H -2.0985 0.2330 7.1493 0.326 -0.125 -0.068 0.1451
H -0.1623 -0.5100 8.6136 0.020 0.126 -0.188 0.1257
H 2.1727 -0.3192 7.7183 -0.284 0.079 -0.197 0.1335
H 2.5210 0.6036 5.3922 -0.291 -0.049 0.267 0.1173

***

Entry 2:
87
Properties=species:S:1:pos:R:3:forces:R:3:lowdin_charge:R:1 method="wB97M-V/def2-TZVPD" spin_multiplicity=2 homo_ev="-16.86 / -16.86" charge=+3
Ir 0.0211 -0.0790 -0.4413 1.085 -1.309 -0.069 1.0149
N -2.6317 -1.8828 -1.4136 0.002 0.027 -0.005 0.1570
C -2.5583 -1.7972 -0.0450 0.001 0.055 -0.012 -0.2628
C -3.6066 -2.4129 0.6570 0.019 -0.024 0.071 0.0346
C -3.6141 -2.3892 2.0242 -0.039 -0.003 -0.039 0.0164
C -2.5626 -1.7464 2.6880 0.013 -0.026 0.002 -0.0055
C -1.5856 -1.1640 1.9429 0.120 -0.061 0.041 -0.1509
N -1.5478 -1.1695 0.5744 -0.210 0.498 -0.119 -0.0538
C -1.8481 -1.4489 -2.4540 -0.096 0.047 0.042 -0.2680
C -2.2484 -1.8879 -3.7296 -0.041 -0.023 0.069 0.0339
C -1.5523 -1.5128 -4.8424 0.060 0.045 -0.004 0.0153
C -0.4435 -0.6759 -4.6736 -0.025 -0.016 0.013 -0.0113
C -0.1148 -0.2772 -3.4137 0.069 -0.186 0.038 -0.1719
N -0.7873 -0.6475 -2.2838 0.147 0.211 0.236 -0.0564
H -3.4279 -2.4176 -1.7280 0.009 0.000 0.013 0.1536
H -4.4013 -2.8967 0.1046 0.002 -0.008 0.006 0.1373
H -4.4192 -2.8560 2.5759 0.001 -0.006 -0.002 0.1406
H -2.5180 -1.7021 3.7663 -0.004 0.000 0.000 0.1306
H -0.7697 -0.6544 2.4208 -0.187 -0.072 -0.094 0.0391
H -3.1150 -2.5316 -3.8076 0.009 0.000 -0.011 0.1384
H -1.8561 -1.8539 -5.8230 0.004 0.001 -0.003 0.1411
H 0.1462 -0.3343 -5.5123 -0.008 -0.006 -0.008 0.1354
H 0.7228 0.3680 -3.2568 0.087 -0.033 0.049 0.0773
F 1.0470 0.8471 7.1702 0.001 -0.011 -0.044 0.2402
C 1.1699 0.5565 5.9124 0.004 0.020 0.078 -0.0704
C 0.3693 1.2386 4.9715 0.070 -0.039 -0.028 -0.1155
F -0.4756 2.1587 5.3769 0.007 -0.007 -0.016 0.1912
C 0.5214 0.9195 3.6549 0.266 -0.138 -0.304 -0.2211
F -0.1712 1.5394 2.7027 -0.205 0.215 0.420 0.0722
C 1.4375 -0.0734 3.2070 -0.456 0.393 -0.183 -0.4660
S 1.5964 -0.4611 1.5691 0.004 0.001 -0.631 0.9239
C 2.2283 -0.7259 4.1859 0.158 -0.135 -0.123 -0.2033
F 3.0913 -1.6450 3.8075 -0.105 0.102 0.050 0.1509
C 2.0964 -0.4180 5.5170 0.037 -0.018 0.130 -0.1171
F 2.8213 -1.0251 6.4252 -0.023 0.018 0.001 0.2008
C 3.6864 -2.9254 -0.2301 -0.008 0.006 0.051 -0.0219
N 2.6962 -2.1453 -0.9771 0.012 -0.168 0.099 -0.1576
C 1.4497 -2.8334 -1.2591 0.072 0.052 -0.026 -0.0367
C 2.8979 -0.8541 -1.2764 -0.143 0.265 0.026 -0.4595
N 1.8875 0.0349 -1.3303 -0.094 0.127 -0.111 -0.0828
N 4.1505 -0.4369 -1.5182 0.041 0.028 -0.074 -0.1266
C 4.5321 0.9636 -1.3775 -0.016 0.011 -0.015 -0.0136
C 5.1192 -1.2610 -2.2529 -0.012 -0.020 0.051 -0.0035
H 3.1768 -3.4209 0.5977 0.024 -0.001 -0.009 0.1009
H 4.4481 -2.2676 0.1786 0.004 -0.013 -0.012 0.1007
H 4.1544 -3.6824 -0.8583 0.010 -0.022 0.011 0.1057
H 1.6703 -3.8907 -1.3995 -0.037 -0.010 0.036 0.1144
H 1.0132 -2.4641 -2.1811 -0.055 0.042 -0.044 0.0790
H 0.7303 -2.7571 -0.4311 -0.029 -0.015 0.032 0.0683
H 2.1651 0.8381 -1.8741 0.026 0.114 0.163 0.0425
H 4.3779 1.5271 -2.3041 -0.006 -0.004 0.008 0.1075
H 5.5933 1.0063 -1.1397 0.003 -0.002 -0.002 0.1119
H 3.9808 1.4253 -0.5609 0.001 -0.012 -0.019 0.0728
H 4.6722 -2.2040 -2.5495 -0.013 0.002 -0.002 0.0942
H 6.0045 -1.4514 -1.6474 -0.001 -0.009 0.006 0.1092
H 5.4183 -0.7237 -3.1533 0.019 0.002 0.009 0.1080
C 0.1557 2.9131 -3.6424 -0.009 0.041 -0.053 -0.0681
C -0.8183 2.7918 -2.4654 0.122 -0.056 -0.036 -0.4944
C -2.1642 2.1914 -2.8672 -0.090 -0.011 -0.017 -0.0588
P -0.1586 2.2198 -0.8396 -0.559 0.008 0.612 1.0308
C 1.4183 3.1763 -0.6165 -0.049 -0.082 -0.151 -0.5065
C 2.1118 2.9754 0.7251 -0.068 0.128 0.037 -0.1097
C 1.2416 4.6871 -0.8424 -0.009 0.005 -0.094 -0.0698
C -1.3646 2.9185 0.4036 0.015 0.127 -0.132 -0.4833
C -1.9931 4.2601 -0.0176 0.014 0.020 0.015 -0.0741
C -2.5041 1.9984 0.8371 -0.044 -0.108 0.055 -0.0983
H -0.2232 3.6846 -4.3144 0.004 0.009 0.011 0.1094
H 0.2209 2.0039 -4.2332 -0.001 0.085 0.002 0.0558
H 1.1600 3.2210 -3.3510 -0.007 -0.019 -0.003 0.0748
H -1.0251 3.8181 -2.1442 0.007 0.001 -0.049 0.0868
H -2.0994 1.1361 -3.1237 -0.042 0.136 -0.029 0.0517
H -2.5250 2.7166 -3.7525 -0.018 0.027 0.021 0.1097
H -2.9200 2.3074 -2.0905 0.027 -0.016 0.000 0.0702
H 2.0716 2.8119 -1.4149 0.044 -0.048 0.022 0.0778
H 1.5460 3.4472 1.5297 -0.015 -0.032 0.020 0.0882
H 3.0848 3.4681 0.6929 -0.016 0.001 0.005 0.1034
H 2.2684 1.9347 0.9715 0.065 -0.242 0.051 0.0006
H 0.6854 5.1444 -0.0280 0.031 0.009 0.028 0.0828
H 0.7684 4.9457 -1.7876 0.004 0.007 0.013 0.0813
H 2.2338 5.1396 -0.8416 0.004 -0.013 -0.022 0.1064
H -0.7236 3.1063 1.2661 0.029 0.004 -0.018 0.0874
H -2.7040 4.1350 -0.8341 -0.007 -0.010 0.028 0.0848
H -1.2777 5.0269 -0.2945 -0.011 0.008 -0.018 0.0651
H -2.5562 4.6398 0.8358 0.004 -0.008 0.008 0.1075
H -3.3003 1.9707 0.0919 0.024 -0.007 -0.014 0.0855
H -2.9343 2.3956 1.7572 -0.045 0.048 -0.044 0.1051
H -2.1954 0.9819 1.0459 0.025 0.104 0.012 0.0145

***

> The highest charge belongs to which entry?

C30H43F5IrN6PS